1.
This record from OMol25 describes a molecular structure, C6H8O2. The level of theory is ωB97M-V with the def2-TZVPD basis set.

```
16
Properties=species:S:1:pos:R:3:mulliken_charge:R:1
C -1.8784 -0.0590 0.5996 -0.279
C -0.4341 -0.1354 -0.7885 -0.274
C -0.1089 -1.4600 -0.7376 -0.509
O -1.2966 0.2110 1.7345 -0.537
H -0.5732 1.1278 1.4482 0.465
H -2.4064 0.7750 0.1334 0.296
H -2.3795 -1.0273 0.5369 0.426
H -1.1125 0.2206 -1.5583 0.413
H -0.8573 -2.2408 -0.7929 0.280
H 0.8952 -1.7940 -0.5090 0.176
C 0.6241 0.9907 -0.4672 0.180
C 1.8874 0.4039 0.0152 -0.745
C 2.9218 -0.0181 0.4554 0.217
O 0.0513 1.8424 0.4392 -0.820
H 0.8465 1.5102 -1.4166 0.270
H 3.8206 -0.3471 0.9076 0.442
```

Output
- LUMO level (Eh) = -0.0536
- charge = 0
- calculated total energy (hartree) = -383.6685


2.
This record from OMol25 describes 4 unconnected molecules or ions with the total composition C6H8O2. The level of theory is ωB97M-V with the def2-TZVPD basis set.

```
16
Properties=species:S:1:pos:R:3:mulliken_charge:R:1
C 2.4484 -0.1207 -0.0287 -0.455
C 0.2774 -0.0524 0.2315 0.259
C -1.2057 -1.7324 -0.1568 -0.663
C -1.9539 -0.6279 -0.1125 -0.454
C -0.9809 0.4694 0.0829 0.500
C -1.4402 1.7968 -0.0675 -0.875
H 3.1627 1.3982 0.0634 0.175
H 2.9485 -1.0719 -1.1174 0.216
H 2.2395 -1.0260 1.4413 0.227
H 0.4460 0.1379 1.2321 0.359
H -1.3994 -2.7046 -0.5669 0.374
H -2.9377 -0.3195 -0.3043 0.469
H -0.6270 2.5735 -0.0066 0.254
H -2.5708 2.0853 -0.2099 0.208
O 1.3642 0.5854 -0.4798 -0.267
O 0.2287 -1.3912 -0.0007 -0.327
```

Output
- LUMO level (Eh) = -0.0048
- charge = 0
- calculated total energy (hartree) = -383.5202


3.
This record from OMol25 describes a single C6H8O2 molecule. The level of theory is ωB97M-V with the def2-TZVPD basis set.

```
16
Properties=species:S:1:pos:R:3:mulliken_charge:R:1
C 2.0370 -0.3473 -0.1335 -1.181
C 0.7420 0.2196 0.0042 0.739
C -0.3243 -0.6597 -0.7992 -0.080
C -0.3008 -0.2622 0.9793 0.063
C -1.5435 0.7013 0.4973 -0.590
C -1.5554 0.2052 -0.7587 -0.377
H 2.6654 -0.1757 0.8989 0.257
H 2.6236 -0.2770 -1.1562 0.384
H 1.6892 -1.4309 -0.1871 0.302
H 1.4923 1.9792 -0.5952 0.388
H -0.5549 -1.5126 -1.7284 0.174
H -0.1512 -0.5897 2.0820 0.393
H -2.0905 1.7698 0.7911 0.275
H -2.2638 0.8649 -1.4556 0.238
O 0.7412 1.6058 0.0109 -0.549
O -0.4586 -1.5769 0.3159 -0.437
```

Output
- LUMO level (Eh) = 0.0273
- charge = 0
- calculated total energy (hartree) = -383.6621


4.
This record from OMol25 describes a single C6H8O2 molecule. The level of theory is ωB97M-V with the def2-TZVPD basis set.

```
16
Properties=species:S:1:pos:R:3:mulliken_charge:R:1
C 0.2960 1.7770 0.0210 -0.749
C 0.0093 0.4521 -0.1749 0.313
C 1.0737 -0.4539 0.5220 -0.529
C 2.2597 -0.9542 -0.2492 0.214
O 3.4435 -0.3522 -0.1646 -0.494
C -1.2153 -0.0473 -0.7559 -0.631
C -2.1848 -0.5961 0.1663 0.048
O -3.4052 -0.5648 0.0841 -0.505
H 1.0537 2.0123 0.9043 0.235
H -0.4777 2.5396 -0.4298 0.269
H 0.7009 -1.2217 1.4451 0.321
H 1.4708 0.3492 1.2082 0.224
H 1.8645 -1.7804 -1.0316 0.212
H -1.9565 0.5259 -1.2218 0.400
H -0.9291 -0.8282 -1.5373 0.293
H -2.0034 -0.8572 1.2145 0.379
```

Output
- LUMO level (Eh) = -0.0046
- charge = 0
- SMILES = C=C(CC=O)CC=O
- calculated total energy (hartree) = -383.7351


5.
This record from OMol25 describes a molecular structure, C6H8O2. The level of theory is ωB97M-V with the def2-TZVPD basis set.

```
16
Properties=species:S:1:pos:R:3:mulliken_charge:R:1
C 0.7938 -0.0397 -0.3186 0.505
C 0.4479 -0.6768 1.0121 -0.599
C -0.9925 -0.2587 1.0902 -0.751
C -1.2485 0.4946 -0.2589 -0.259
C 0.1414 1.2552 -0.2026 -0.766
C -0.3372 -0.2987 -1.2269 0.514
H 1.8955 -1.1307 -1.9335 0.414
H 1.0953 -0.4295 1.9327 0.252
H 0.6158 -1.7229 0.8154 0.306
H -1.1692 0.4274 1.8806 0.360
H -1.6016 -1.1151 1.2764 0.369
H -2.2768 0.8992 -0.4414 0.411
H 0.4566 1.6951 0.6929 0.305
H 0.4297 1.9095 -1.0479 0.311
O 2.0293 -0.3369 -0.8914 -0.740
O -0.2795 -0.6721 -2.3791 -0.632
```

Output
- LUMO level (Eh) = 0.0223
- charge = 0
- calculated total energy (hartree) = -383.7742


6.
This record from OMol25 describes a single C6H8O2S2 molecule. The level of theory is ωB97M-V with the def2-TZVPD basis set.

```
18
Properties=species:S:1:pos:R:3:mulliken_charge:R:1
C -1.6493 -0.3598 -1.8183 -0.192
C -1.6537 0.9497 -1.4071 -0.245
C 0.6773 0.1108 0.3682 -0.470
C 1.0754 0.6375 1.4974 0.386
C -0.4814 -1.1287 -1.9063 -1.033
C 1.8154 -0.1550 2.5338 -1.091
O -0.5577 3.2318 -0.7868 -0.524
O -0.8725 -2.1108 0.6407 -0.543
S -0.1974 1.9111 -1.4174 0.334
S 0.2702 -1.5436 -0.1063 0.381
H -2.4924 -0.9173 -1.8830 0.415
H -2.6790 1.3908 -1.2075 0.354
H 1.1485 1.7020 1.7862 0.342
H -0.3126 -2.0728 -2.2932 0.499
H 0.2079 -0.4878 -2.3445 0.448
H 1.3817 -1.2822 2.5273 0.292
H 1.5509 0.3006 3.5233 0.309
H 2.7686 -0.1765 2.2932 0.339
```

Output
- LUMO level (alpha / beta) (Eh) = -0.0399 / -0.0419
- charge = 0
- calculated total energy (hartree) = -1180.0481


7.
This record from OMol25 describes a molecular structure, C6H8O3. The level of theory is ωB97M-V with the def2-TZVPD basis set.

```
17
Properties=species:S:1:pos:R:3:mulliken_charge:R:1
C -2.3259 0.2526 -0.4781 -0.714
C -0.5094 -0.4576 0.6513 0.249
C 1.9611 -0.2888 0.4246 -0.710
C 1.0797 0.5530 -0.6782 0.059
C 0.6667 -1.2373 0.0749 0.203
C -0.3295 0.8474 1.0923 -0.601
H -2.1688 1.1795 0.1332 0.411
H -3.3405 -0.0139 -0.2972 0.379
H -1.8909 0.3417 -1.5141 0.200
H 2.8694 -0.5774 -0.1612 0.284
H 2.2511 0.1818 1.3400 0.332
H 1.7521 0.9674 -1.5300 0.385
H 0.4644 -2.3766 0.1837 0.378
H 0.6282 0.7390 1.8364 0.208
O -1.7560 -0.8777 0.2637 -0.367
O 0.4463 -0.7560 -1.0612 -0.359
O 0.2023 1.5230 -0.2800 -0.338
```

Output
- LUMO level (Eh) = -0.0134
- charge = 0
- calculated total energy (hartree) = -458.8268


8.
This record from OMol25 describes a single C6H8O3 molecule. The level of theory is ωB97M-V with the def2-TZVPD basis set.

```
17
Properties=species:S:1:pos:R:3:mulliken_charge:R:1
C -0.2611 0.0734 0.0866 1.504
C -0.5614 1.5643 0.2185 -1.647
C -0.5170 -0.8066 1.2832 -1.584
C 1.2864 0.0650 -0.5938 0.736
C 0.1121 -0.6931 -1.5203 -0.699
O 2.0069 -0.9939 -0.0324 -0.483
C -1.1711 -0.3139 -1.2263 0.416
O 1.8490 1.1117 -0.8808 -0.671
O -2.3402 -0.2332 -1.4197 -0.502
H 2.9329 -0.7213 -0.0879 0.351
H 0.2855 -1.7571 -1.3807 0.259
H 0.1345 1.9933 0.9412 0.402
H -1.5946 1.6738 0.5532 0.391
H -0.4301 2.0993 -0.7184 0.417
H -0.2219 -1.8371 1.0970 0.336
H 0.0667 -0.4440 2.1312 0.352
H -1.5765 -0.7807 1.5493 0.422
```

Output
- LUMO level (Eh) = -0.0116
- charge = 0
- calculated total energy (hartree) = -459.0145


Ordered max |F| results: 0.0537; 0.1931; 0.1517; 0.1538; 0.1145; 0.1467; 0.2074; 0.0091; unit hartree/bohr.
Ordered ΔE to the lowest compared entry with this formula, charge and spin results: 634.48; 1023.65; 651.06; 459.53; 356.96; 368.94; 849.12; 356.36; unit kJ/mol.